Entry 1:
C26H33BN6O8PSSr | the ωB97M-V functional and the def2-TZVPD basis

Structure (ORCA input):
```
! wB97M-V def2-TZVPD RIJCOSX def2/J DEFGRID3
* xyz 1 1
Sr 0.6866 0.3302 0.5179
C 4.9403 -2.4066 4.1401
C 4.3626 -1.9159 2.8468
C 3.5330 -0.7915 2.8262
C 2.9974 -0.3301 1.6435
C 3.2582 -0.9930 0.4385
C 4.1238 -2.0692 0.4464
C 4.6627 -2.5286 1.6398
S 2.5755 -0.4351 -1.1406
O 3.3962 -1.0658 -2.1676
O 1.1806 -0.9409 -1.2328
N 2.3913 1.0768 -1.0037
C 3.3851 1.9660 -0.6208
C 4.7050 1.9129 -0.9926
C 5.5854 2.9524 -0.6293
C 5.1464 4.0391 0.0710
C 3.7971 4.1080 0.4970
C 3.2607 5.1937 1.2250
C 1.9548 5.1581 1.6251
C 1.1877 4.0066 1.3504
N 1.6531 2.9769 0.6844
C 2.9237 3.0416 0.2000
H 4.1517 -2.6030 4.8676
H 5.6049 -1.6575 4.5733
H 5.5100 -3.3226 3.9975
H 3.3344 -0.2562 3.7470
H 2.4635 0.6108 1.6482
H 4.3873 -2.5407 -0.4905
H 5.3383 -3.3741 1.6257
H 5.0595 1.1000 -1.6142
H 6.6183 2.8930 -0.9454
H 5.8166 4.8544 0.3103
H 3.8928 6.0437 1.4501
H 1.5065 5.9794 2.1654
H 0.1632 3.9280 1.7007
C -1.0156 0.3539 5.4716
O -1.9793 0.3821 4.4143
C -2.1609 -0.7602 3.7550
O -1.5343 -1.7786 4.0135
N -3.1447 -0.6296 2.8396
N -3.2681 -1.5922 1.8254
H -1.2734 -0.4069 6.2064
H -1.0492 1.3425 5.9168
H -0.0239 0.1491 5.0665
H -3.3793 0.3259 2.5992
H -2.8424 -1.1908 0.9896
H -4.2604 -1.6786 1.6338
N -1.1544 -4.0699 2.7294
C -1.2538 -4.1651 1.2485
P 0.1308 -3.1467 0.5661
O 1.4113 -3.8670 0.8221
O -0.0815 -1.7629 1.0944
C -0.0902 -3.3718 -1.2831
N 1.2846 -3.5612 -1.8310
H -1.4143 -3.1090 3.0826
H -0.1951 -4.2585 3.0316
H -1.7685 -4.7421 3.1867
H -2.2280 -3.7699 0.9702
H -1.1554 -5.2068 0.9472
H -0.5590 -2.5381 -1.7946
H -0.6553 -4.2918 -1.4548
H 1.3103 -4.1408 -2.6646
H 1.8316 -3.9776 -1.0583
H 1.7278 -2.6026 -2.0518
O -3.0326 0.8708 -0.0583
B -1.9137 1.5521 0.5294
O -2.3527 2.8694 0.7745
C -3.6482 2.9880 0.3481
C -4.4839 4.0856 0.3803
C -5.7689 3.9123 -0.1239
C -6.1901 2.6892 -0.6352
C -5.3417 1.5861 -0.6639
C -4.0687 1.7671 -0.1617
H -4.1504 5.0342 0.7771
H -6.4545 4.7489 -0.1198
H -7.1954 2.5936 -1.0222
H -5.6592 0.6350 -1.0697
*
```

energy relative to the best compared isomer or geometry (same formula, charge and spin): 61.22 kcal/mol
E_HOMO: -9.027 eV
M: 719.06 g/mol
LUMO level: -0.0867 hartree
HOMO-LUMO gap: 6.668 eV



Entry 2:
C2H5N3O | the ωB97M-V functional and the def2-TZVPD basis

Structure (ORCA input):
```
! wB97M-V def2-TZVPD RIJCOSX def2/J DEFGRID3
* xyz 0 1
H -2.4668 -1.2485 1.4038
N -1.5816 -0.7478 1.4649
C -0.8264 -1.0975 0.5133
N 0.4456 -0.4927 0.3645
C 0.4747 0.3266 -0.7779
N 1.2317 1.4584 -0.6599
O -0.1845 0.0721 -1.7684
H -1.0663 -1.8148 -0.2690
H 0.7258 -0.0322 1.2242
H 1.2480 2.0419 -1.4804
H 1.9998 1.5346 -0.0151
*
```

energy relative to the best compared isomer or geometry (same formula, charge and spin): 8.15 kcal/mol
E_HOMO: -10.251 eV
M: 87.08 g/mol
LUMO level: 0.0316 hartree
HOMO-LUMO gap: 11.111 eV
structure (SMILES): [H]/N=C/NC(N)=O



Entry 3:
C7H10 | the ωB97M-V functional and the def2-TZVPD basis

Structure (ORCA input):
```
! wB97M-V def2-TZVPD RIJCOSX def2/J DEFGRID3
* xyz 0 1
C -1.0447 1.9831 1.3838
C 0.2837 1.1820 1.3289
C 0.5925 0.2199 0.5061
C 1.6529 -0.6773 0.0834
C 0.2923 -0.6943 -0.5917
C -0.2250 -0.6349 -1.9620
C -0.6053 -1.7455 -0.9942
H -1.1214 3.0512 1.1100
H -1.1086 1.9466 2.4596
H -1.9423 1.4587 0.9422
H 1.1276 1.5165 2.0324
H 2.5903 -0.4263 -0.3634
H 1.8034 -1.6504 0.6439
H 0.1892 -1.1017 -2.8544
H -0.8028 0.1364 -2.2560
H -1.5290 -1.8371 -0.5025
H -0.1527 -2.7271 -0.9663
*
```

energy relative to the best compared isomer or geometry (same formula, charge and spin): 91.75 kcal/mol
E_HOMO: -9.121 eV
M: 94.16 g/mol
LUMO level: 0.0422 hartree
HOMO-LUMO gap: 10.271 eV
structure (SMILES): C/C=C1/CC12CC2



Entry 4:
H6O3 | the ωB97M-V functional and the def2-TZVPD basis

Structure (ORCA input):
```
! wB97M-V def2-TZVPD RIJCOSX def2/J DEFGRID3
* xyz 0 1
O -0.7081 -1.1403 1.3583
H 0.2218 -1.3933 1.3764
H -1.1798 -1.9718 1.4818
O 0.9345 1.9875 0.0575
H 0.0127 1.8906 -0.2067
H 1.1480 1.1461 0.4763
O -0.0825 0.2135 -1.4577
H -0.8072 -0.3282 -1.1254
H 0.4605 -0.4040 -1.9605
*
```

energy relative to the best compared isomer or geometry (same formula, charge and spin): 16.36 kcal/mol
E_HOMO: -10.378 eV
M: 54.05 g/mol
LUMO level: 0.0144 hartree
HOMO-LUMO gap: 10.770 eV
structure (SMILES): O.O.O



Entry 5:
C11H4N2O5Tl | the ωB97M-V functional and the def2-TZVPD basis

Structure (ORCA input):
```
! wB97M-V def2-TZVPD RIJCOSX def2/J DEFGRID3
* xyz 3 1
O 0.0017 3.1785 -1.8392
C -0.0032 2.0261 -1.8822
Tl 0.0000 -0.0047 -1.9305
O 0.0002 0.0002 -5.0166
C 0.0001 0.0004 -3.8731
C 0.0032 -2.0234 -1.8831
O -0.0019 -3.1768 -1.8397
C -2.0232 0.0014 -1.8367
O -3.1704 0.0019 -1.8368
C 2.0232 -0.0013 -1.8365
O 3.1704 -0.0021 -1.8363
N 0.0000 -0.0046 5.5289
C 0.0000 -0.0033 4.3868
C 0.0007 0.0033 2.9267
C -0.1292 -1.2085 2.2710
C -0.1276 -1.1937 0.8868
N 0.0001 0.0004 0.3874
C 0.1277 1.1930 0.8905
C 0.1297 1.2117 2.2709
H -0.2306 -2.1471 2.7494
H -0.2218 -2.0871 0.2839
H 0.2217 2.0862 0.2857
H 0.2294 2.1494 2.7426
*
```

E_HOMO: -20.132 eV
M: 448.55 g/mol
LUMO level: -0.5054 hartree
HOMO-LUMO gap: 6.380 eV



Entry 6:
C35H63BN4O2PPrS3 | the ωB97M-V functional and the def2-TZVPD basis

Structure (ORCA input):
```
! wB97M-V def2-TZVPD RIJCOSX def2/J DEFGRID3
* xyz 0 3
Pr 0.3463 0.9074 -0.4975
N 0.1467 3.1626 -2.2576
C -1.1081 3.8722 -2.4756
C -2.2894 2.9505 -2.1585
N -2.2835 2.3924 -0.7992
C -2.4374 3.4472 0.2093
C -1.0984 3.9507 0.7634
N -0.2949 2.8250 1.2303
C -3.3784 1.4232 -0.6979
C -3.0421 0.0556 -1.2900
N -2.0994 -0.6577 -0.4185
H 0.9169 3.8081 -2.0896
H 0.3756 2.6273 -3.0961
H -1.2235 4.2047 -3.5176
H -1.1414 4.7639 -1.8472
H -2.2496 2.1208 -2.8651
H -3.2234 3.5119 -2.3292
H -3.0008 3.0453 1.0556
H -3.0148 4.2926 -0.1887
H -1.3196 4.6761 1.5615
H -0.5241 4.4689 -0.0015
H -0.5705 2.5823 2.1804
H 0.6963 3.1058 1.2553
H -4.2867 1.8122 -1.1870
H -3.6134 1.2642 0.3570
H -2.5758 0.1647 -2.2718
H -3.9827 -0.4989 -1.4132
H -1.8295 -1.5298 -0.8718
H -2.5790 -0.9059 0.4454
S 5.1798 1.6046 0.4275
C 3.5746 1.3833 0.1306
S 2.5367 2.7267 -0.2282
S 2.8533 -0.1854 0.1902
C 0.3789 -4.7991 2.6745
C 1.0994 -3.9401 1.6406
C 1.4872 -2.5946 2.2480
C 0.3319 -1.9277 3.0205
C -0.9848 -2.6444 2.7313
C -0.8746 -4.0911 3.2204
P 0.3302 -0.0712 2.6806
C 1.9545 0.2947 3.5576
C 2.0608 -0.2621 4.9894
C 2.9494 0.6143 5.8723
C 4.1877 1.0293 5.0887
C 3.8105 1.9493 3.9204
C 2.3470 1.7713 3.4997
C -1.0330 0.4245 3.9115
C -0.8454 1.7457 4.6704
C -2.1921 2.3179 5.1429
C -3.1676 1.1902 5.4580
C -3.5133 0.4172 4.1772
C -2.3661 0.4803 3.1640
H 1.0689 -5.0057 3.4947
H 0.1101 -5.7599 2.2325
H 0.4689 -3.7928 0.7623
H 2.0048 -4.4484 1.3043
H 1.8323 -1.9452 1.4406
H 2.3278 -2.7570 2.9231
H 0.5013 -2.0402 4.0989
H -1.2076 -2.6173 1.6635
H -1.8088 -2.1709 3.2675
H -1.7768 -4.6359 2.9365
H -0.8367 -4.0776 4.3128
H 2.6778 -0.2237 2.9135
H 2.5074 -1.2571 4.9462
H 1.0767 -0.3603 5.4539
H 3.2337 0.0482 6.7612
H 2.4065 1.4976 6.2129
H 4.6710 0.1271 4.7096
H 4.9000 1.5308 5.7452
H 4.4619 1.7403 3.0709
H 3.9677 2.9936 4.1995
H 2.2435 2.1355 2.4749
H 1.7150 2.3766 4.1494
H -1.1124 -0.3838 4.6461
H -0.3495 2.4938 4.0490
H -0.2040 1.5740 5.5355
H -2.6276 2.9628 4.3762
H -2.0311 2.9384 6.0256
H -4.0759 1.5913 5.9083
H -2.7073 0.5264 6.1924
H -4.4256 0.8195 3.7322
H -3.7050 -0.6264 4.4332
H -2.4168 1.3970 2.5735
H -2.4492 -0.3520 2.4627
C 0.7999 -4.1979 -7.7042
C 1.1879 -2.7729 -8.1251
C 2.7132 -2.6358 -8.2192
C 0.6034 -2.5295 -9.5184
C 0.6842 -1.7965 -7.0739
C -0.1357 -0.7108 -7.3714
C -0.5911 0.1692 -6.3964
C -0.2005 -0.0629 -5.0945
O -0.4929 0.5994 -3.9461
B 0.1758 -0.0812 -2.8548
O 0.8517 -1.1581 -3.4499
C 0.6310 -1.1432 -4.7845
C 1.0817 -2.0091 -5.7545
H 1.1252 -4.9121 -8.4571
H -0.2814 -4.2716 -7.6007
H 1.2505 -4.4787 -6.7569
H 3.1087 -3.3244 -8.9624
H 3.1899 -2.8458 -7.2660
H 2.9765 -1.6214 -8.5129
H 0.9600 -3.3087 -10.1900
H 0.9210 -1.5706 -9.9219
H -0.4833 -2.5696 -9.5008
H -0.4336 -0.5232 -8.3908
H -1.2310 1.0008 -6.6522
H 1.7278 -2.8264 -5.4800
*
```

E_HOMO (spin up / spin down): -6.589 / -6.585 eV
M: 850.81 g/mol
LUMO level (spin up / spin down): 0.0018 / 0.0019 hartree
HOMO-LUMO gap (spin up / spin down): 6.638 / 6.636 eV
<S²>: 2.0033



Question: What is the M in the second record?
Answer: 87.08 g/mol